{
  "formula": "H22O11",
  "method": "ωB97M-V with the def2-TZVPD basis set",
  "symbols": ["O", "O", "O", "O", "O", "O", "O", "O", "O", "O", "O", "H", "H", "H", "H", "H", "H", "H", "H", "H", "H", "H", "H", "H", "H", "H", "H", "H", "H", "H", "H", "H", "H"],
  "xyz": [[-2.62514, -1.00253, -1.14130], [-2.02241, 0.91099, 0.28326], [-0.29650, -2.00438, -1.97558], [0.05347, -0.35297, -0.47361], [0.53992, 0.49043, 2.07892], [-0.37487, 3.16769, 0.36400], [0.89867, -2.61229, 1.51039], [0.53241, 2.38964, -1.42455], [-1.47068, -1.53060, 0.70962], [1.84186, -0.53338, 0.83601], [2.87899, 0.19699, -1.64890], [1.17087, 0.20588, 2.74011], [-2.02757, -1.78225, -0.02711], [-0.93945, -0.80884, 0.37335], [1.19782, -1.83060, 1.04595], [-3.54519, -0.74091, -1.17734], [3.73140, -0.21442, -1.79168], [-0.16876, -1.29275, -1.34829], [-2.92527, 0.87492, 0.59913], [0.12579, 2.19761, -2.26955], [-1.21380, -2.25632, -1.86918], [-1.49771, 0.59766, 1.01997], [1.46001, 2.19220, -1.55421], [2.49003, -0.30027, -0.92940], [-0.87646, 2.45982, 0.76844], [-2.15641, -0.20042, -0.91077], [-0.04436, 1.08761, 2.54606], [1.31021, 0.02922, 1.39910], [2.69137, -0.09452, 0.79166], [0.73961, -2.31336, 2.40569], [-0.28359, 0.53406, -0.59923], [-0.00708, 2.77833, -0.42933], [0.81287, -0.24236, 0.09851]],
  "forces_ev_per_angstrom": [[-2.377, -0.121, -3.179], [-0.311, 2.274, 0.438], [-0.114, -2.151, -2.245], [-0.094, 4.615, -1.098], [-3.918, 2.763, 4.882], [-1.521, 1.590, 4.155], [0.048, -1.551, 0.644], [2.221, -1.821, -4.637], [-0.788, -1.970, 4.117], [6.763, -1.068, -1.551], [0.133, 0.565, -0.015], [-0.131, -0.131, 1.365], [-0.012, -0.297, 0.622], [-0.165, -1.451, 0.222], [-0.044, -1.096, 0.111], [-0.333, -0.080, -0.237], [0.228, -0.073, -0.246], [0.110, -0.667, -0.615], [-0.310, -0.025, 0.174], [-0.280, -0.010, -0.395], [0.075, -0.210, -0.246], [-0.371, -0.619, 0.308], [0.648, -0.257, 0.050], [-0.339, -0.400, -0.337], [-0.386, 0.425, -0.052], [-0.075, 0.244, 0.013], [-0.274, 0.651, -0.026], [0.768, 0.321, -1.364], [0.624, -0.068, -0.076], [-0.272, -0.166, 0.140], [0.163, 0.466, -0.736], [-0.407, 0.533, 0.690], [0.739, -0.213, -0.874]],
  "nbo_charge": [-0.951, -0.951, -0.995, -0.915, -0.898, -0.996, -0.930, -0.898, -1.029, -0.925, -0.959, 0.509, 0.477, 0.427, 0.455, 0.472, 0.478, 0.450, 0.502, 0.505, 0.460, 0.488, 0.519, 0.474, 0.431, 0.490, 0.528, 0.451, 0.496, 0.434, 0.494, 0.440, 0.465],
  "lumo_ev": -0.58,
  "de_lowest_ev": 9.4650,
  "orbital_gap_ev": 8.15,
  "e_homo_ev": -8.725,
  "charge": 0
}